No. 1
Computed, not measured: 2 unconnected molecules or ions with the total composition C3H11OP3, with the ωB97M-V functional and the def2-TZVPD basis.

Each line ends with the natural charge from an NBO analysis.
Positions of all 18 atoms, in Å:
C -0.6102 -0.5517 2.6293  -0.62
C -2.0878 1.1746 -1.5428  -0.54
C -0.5322 -0.4637 1.1271  -0.70
O 2.2573 1.4728 -1.8084  -0.99
P 2.0342 -1.5841 -2.2863  -0.05
P 1.1696 0.0842 0.7140  0.26
P 1.2621 0.3923 -1.4464  0.96
H 0.2245 -1.0821 3.1197  0.21
H -0.7265 0.4534 2.8335  0.21
H -1.4453 -1.1732 2.7912  0.22
H -2.3968 0.1037 -1.5354  0.19
H -2.4396 2.0614 -1.0118  0.18
H -1.2093 1.5004 -2.1505  0.17
H -1.2209 0.3795 0.8327  0.23
H -0.9702 -1.4280 0.6713  0.23
H 2.7703 -1.9012 -1.1699  0.00
H 3.1052 -0.8929 -2.8310  0.02
H 0.8157 1.4547 1.0639  0.00

Output
HOMO level (spin up / spin down) ... -9.041 / -8.008 eV
Multiplicity ... 1
Orbital gap (spin up / spin down) ... 7.581 / 7.774 eV
Energy relative to the best compared isomer or geometry (same formula, charge and spin) ... 82.1 kcal/mol
Maximum force ... 0.052 Eh/bohr

No. 2
Computed, not measured: a molecular structure, C3H12AgN2O10, with the ωB97M-V functional and the def2-TZVPD basis.

Each line ends with the Mulliken spin population.
Positions of all 28 atoms, in Å:
Ag 14.8554 -14.6793 38.9234  0.11
O 14.1334 -11.3335 40.9757  0.00
C 14.0633 -12.5495 41.3864  -0.05
O 14.1783 -12.8501 42.5970  0.43
O 13.8781 -13.3608 40.5131  0.20
H 14.1415 -11.5328 40.0366  0.00
O 19.0021 -14.7078 40.8727  0.00
C 17.6518 -14.4274 40.8444  -0.03
O 16.8679 -14.7591 39.9793  0.16
O 17.2071 -13.7475 41.7532  0.16
H 19.0730 -14.3551 41.7628  0.00
O 15.5061 -12.9597 37.5538  0.00
H 16.3425 -12.7949 37.1184  0.00
H 14.9873 -12.1738 37.3825  0.00
O 13.8826 -16.4424 39.9385  0.00
H 12.9565 -16.3367 40.1559  0.00
H 14.0939 -17.3340 40.2152  0.00
O 15.4687 -16.3078 37.3536  0.00
H 16.0443 -17.0717 37.3915  0.00
H 15.2801 -16.1955 36.4219  0.00
C 12.4013 -14.8286 36.4504  0.00
O 13.2201 -14.7155 37.3219  0.00
N 12.3040 -14.1841 35.2976  0.00
N 11.4159 -15.6128 36.5491  0.00
H 12.9839 -13.5525 34.8990  0.00
H 11.5008 -14.3934 34.7221  0.00
H 10.6663 -15.4221 35.8996  0.00
H 11.3017 -16.1463 37.3991  0.00

Output
HOMO level (spin up / spin down) ... -8.438 / -6.936 eV
Multiplicity ... 2
Orbital gap (spin up / spin down) ... 8.190 / 4.123 eV
Maximum force ... 0.129 Eh/bohr

No. 3
Computed, not measured: a molecular structure, C3H12AlO7P, with the ωB97M-V functional and the def2-TZVPD basis.

Each line ends with the natural charge from an NBO analysis.
Positions of all 24 atoms, in Å:
Al 0.4270 0.8012 -0.3730  0.89
P 0.8396 -1.5906 -2.5518  2.41
O -0.2344 -0.4894 -2.6914  -0.81
O 1.8630 -1.0066 -1.5711  -0.92
O 1.4801 -1.7583 -3.9055  -0.73
O 0.2106 -2.8146 -1.9533  -0.86
C 2.2654 0.1854 3.0145  -0.25
O 1.8633 -0.4438 1.7972  -0.73
H 1.5463 0.0343 3.8293  0.16
H 3.2265 -0.1977 3.3729  0.17
H 2.3689 1.2544 2.8385  0.18
H 2.0562 -1.3821 1.8950  0.49
C -1.8276 3.7279 -2.0327  -0.26
O -1.5197 2.9539 -0.8581  -0.74
H -1.0188 4.4514 -2.2111  0.17
H -1.9022 3.0997 -2.9156  0.19
H -2.7432 4.3179 -1.9483  0.17
H -1.9002 3.4052 -0.0991  0.48
C -1.3778 -2.4861 1.3629  -0.24
O -0.5057 -1.7568 0.5015  -0.79
H -1.4533 -1.9470 2.3053  0.18
H -2.3824 -2.5357 0.9289  0.17
H -1.0028 -3.4962 1.5323  0.17
H -0.2787 -2.3265 -0.2675  0.51

Output
HOMO level ... -9.339 eV
Multiplicity ... 1
Orbital gap ... 4.837 eV
Energy relative to the best compared isomer or geometry (same formula, charge and spin) ... 0.0 kcal/mol
Maximum force ... 0.025 Eh/bohr